The following is a quantum chemistry calculation of the molecule CH3N3O2S, from the OMol25 dataset.

XYZ file:
```
10
Properties=species:S:1:pos:R:3:forces:R:3
N -2.29956 -0.24638 -1.25266 -1.9286 -1.4300 -0.8601
C -1.60452 0.45321 -0.69229 1.8400 1.4053 0.5182
N -0.61758 1.13552 -0.08992 2.2623 1.8172 -0.5469
S 0.92397 0.03134 -0.06655 -1.8012 2.6617 -0.1850
N 0.61993 -1.05693 1.02425 -3.2658 -3.7298 -3.4333
O 0.84804 -0.50630 -1.37305 0.6834 -0.7279 0.0261
O 1.94664 0.86635 0.43699 0.4121 0.4157 -0.1386
H -0.36657 2.10135 -0.60903 -0.7007 -2.9858 1.5243
H -0.13910 -1.76270 0.62998 2.1843 1.7813 1.3613
H 0.68876 -1.01544 1.99229 0.3142 0.7923 1.7341
```
Positions in Å, forces in eV/Å.

## Properties
- Gap between HOMO and LUMO: 10.737 eV
- Total charge: 0
- 2S+1: 1
- Strongest force on any atom: 6.03 eV/Å
- Total energy: -752.77622 hartree
- SMILES: N#CNS(N)(=O)=O
- Relative energy (zero: lowest compared OMol25 entry of this formula, charge and spin): 144.2 kJ/mol